48
Properties=species:S:1:pos:R:3:forces:R:3 method="wB97M-V/def2-TZVPD" smiles="C/C=C/C=C/N.O.O.O.O.O.O.O.O.O.O.O" homo_energy_ev=-7.65 relative_energy_kcal_mol=105.69 gap_ev=8.000 charge=0 total_energy_ev=-29698.540
C 1.897 -0.254 -3.424 -0.4 1.6 -0.3
C 0.847 -1.093 -2.731 0.2 0.5 0.1
C 0.121 -0.814 -1.630 3.4 1.0 -0.8
C -0.980 -1.583 -1.138 1.1 3.2 0.7
C -1.792 -0.682 -0.566 -1.7 -0.4 1.4
N -3.125 -0.992 -0.273 1.4 -0.8 -0.6
H 2.845 -0.696 -3.629 0.7 -0.9 0.2
H 1.606 0.148 -4.407 -0.5 -0.7 -0.1
H 2.136 0.717 -2.979 -0.2 -0.3 0.9
H 0.575 -1.985 -3.245 -0.1 -0.8 -0.5
H 0.432 0.136 -1.095 -0.7 -1.2 -0.6
H -1.094 -2.579 -1.418 -0.8 -1.4 -0.5
H -1.341 0.371 -0.291 -1.6 -2.2 -0.7
H -3.392 -1.972 -0.111 0.4 0.9 -0.3
H -3.600 -0.339 0.263 -1.0 1.2 1.2
O -2.837 1.809 1.148 -3.5 3.6 0.7
H -2.219 1.744 1.854 1.6 -0.3 1.2
H -3.379 2.689 1.511 1.9 -3.5 -1.6
O 2.601 -3.257 0.747 -1.1 3.2 -7.7
H 2.354 -2.272 0.545 0.6 -2.5 1.0
H 2.809 -3.388 1.578 1.7 -0.4 6.7
O 2.061 0.520 4.033 1.6 0.6 0.3
H 2.641 1.305 3.886 -0.7 -0.9 0.2
H 1.290 0.700 3.510 -0.9 0.3 -0.3
O -0.845 1.277 -3.617 -0.4 -1.6 -0.9
H -1.519 1.249 -4.352 1.2 -0.3 1.2
H -0.446 0.330 -3.473 -1.2 2.2 -0.4
O 1.368 -0.605 1.394 -1.1 -0.9 -0.9
H 2.030 -0.797 2.027 1.4 -0.1 1.3
H 0.611 -1.064 1.834 -0.2 0.5 -0.3
O -0.603 2.180 2.975 0.3 0.7 -0.1
H 0.151 2.238 2.334 -0.3 -0.2 0.5
H -0.557 3.024 3.464 -0.1 -0.6 -0.3
O -0.167 -2.254 2.818 0.8 0.6 0.0
H -1.016 -2.603 3.081 -0.2 -0.2 -0.1
H 0.221 -2.833 2.122 -0.8 -0.6 0.5
O -2.586 3.582 -0.855 0.0 1.8 -1.6
H -2.539 2.826 -0.306 0.2 -1.6 0.9
H -2.278 3.336 -1.737 -0.3 -0.1 0.3
O 0.266 -4.025 0.877 0.1 -2.9 2.0
H 1.194 -4.302 0.709 -0.8 0.6 -0.1
H 0.078 -3.362 0.277 -0.5 2.1 -2.2
O 1.646 1.960 1.470 -1.1 2.6 -1.2
H 2.005 1.110 1.410 0.8 -2.3 0.3
H 1.200 1.978 0.595 0.2 0.6 0.3
O 0.510 2.577 -1.424 1.4 1.2 -0.5
H 1.150 3.167 -1.915 -1.0 -1.1 0.9
H -0.330 2.779 -1.849 0.0 -0.3 0.0